Record 1
Below is a molecular structure, C42H45BrMoN6O2P2Se in a non-equilibrium geometry, with properties calculated with wB97M-V/def2-TZVPD.

XYZ file:
```
100
Properties=species:S:1:pos:R:3:lowdin_charge:R:1
Mo -0.316 0.204 0.249 1.41
C 2.887 -0.457 1.960 -0.22
P 1.610 -1.298 0.929 0.85
C 2.766 -2.293 -0.085 -0.25
C 0.894 -2.570 2.038 -0.38
C 1.504 -3.804 2.252 -0.07
C 0.891 -4.764 3.044 -0.04
C -0.335 -4.500 3.634 -0.04
C -0.933 -3.259 3.463 -0.06
C -0.326 -2.292 2.671 -0.39
P -0.936 -0.578 2.562 0.85
C 0.014 0.138 3.960 -0.19
C -2.616 -0.610 3.275 -0.22
H 3.196 -1.132 2.758 0.07
H 2.541 0.483 2.383 0.01
H 3.745 -0.248 1.321 0.06
H 3.580 -2.620 0.560 0.06
H 3.188 -1.687 -0.886 0.04
H 2.273 -3.152 -0.524 0.03
H 2.465 -4.029 1.811 0.10
H 1.370 -5.722 3.195 0.12
H -0.821 -5.257 4.235 0.12
H -1.877 -3.055 3.951 0.10
H -0.306 -0.357 4.877 0.07
H -0.158 1.209 4.056 0.03
H 1.077 -0.044 3.823 0.03
H -2.558 -0.867 4.332 0.06
H -3.249 -1.334 2.764 0.05
H -3.058 0.382 3.185 0.03
Br -4.316 -5.470 -6.198 0.79
C -3.778 -3.677 -6.406 -0.68
C -3.765 -2.839 -5.297 -0.13
C -3.335 -1.535 -5.426 -0.01
C -2.925 -1.052 -6.678 -0.23
C -2.983 -1.893 -7.789 0.00
C -3.393 -3.206 -7.653 -0.10
N -2.419 0.240 -6.941 0.11
N -2.071 1.046 -6.081 0.08
C -2.084 1.056 -4.705 -0.24
C -3.198 1.482 -3.988 -0.01
C -3.201 1.502 -2.596 0.04
C -2.079 1.111 -1.871 -0.33
O -1.999 1.070 -0.552 -0.25
C -0.911 0.791 -2.592 -0.15
N 0.191 0.524 -1.823 -0.02
C 1.330 0.263 -2.453 -0.16
C 1.458 0.264 -3.839 -0.02
C 0.357 0.524 -4.626 0.06
C -0.872 0.794 -4.005 -0.08
H -4.089 -3.211 -4.336 0.08
H -3.336 -0.895 -4.558 0.09
H -2.681 -1.504 -8.751 0.12
H -3.415 -3.865 -8.509 0.11
H -4.082 1.777 -4.537 0.13
H -4.094 1.800 -2.063 0.13
H 2.192 0.066 -1.834 0.08
H 2.424 0.063 -4.280 0.12
H 0.434 0.556 -5.706 0.13
C -1.514 3.178 3.094 -0.06
C -2.314 3.599 1.862 -0.34
C -3.539 2.698 1.681 -0.05
C -1.396 3.809 0.657 -0.11
C -1.671 4.898 -0.163 -0.02
C -0.741 5.415 -1.047 -0.03
C 0.563 4.939 -1.003 -0.01
C 0.889 3.832 -0.240 -0.12
C 2.352 3.468 -0.041 -0.34
C 2.822 2.257 -0.850 -0.06
C 2.678 3.296 1.449 -0.04
C -0.156 3.164 0.441 -0.21
O 0.046 1.857 0.778 -0.29
H -2.168 3.128 3.966 0.10
H -0.723 3.897 3.309 0.10
H -1.066 2.197 2.938 0.01
H -2.710 4.598 2.060 0.14
H -3.256 1.651 1.597 0.03
H -4.097 2.975 0.787 0.08
H -4.196 2.817 2.544 0.09
H -2.637 5.380 -0.062 0.13
H -0.995 6.251 -1.684 0.12
H 1.347 5.444 -1.553 0.13
H 2.921 4.329 -0.398 0.14
H 2.337 1.347 -0.494 0.02
H 3.902 2.145 -0.743 0.10
H 2.599 2.395 -1.909 0.09
H 2.122 2.467 1.889 0.05
H 2.430 4.203 2.001 0.10
H 3.745 3.107 1.578 0.09
Se 0.219 -3.738 -3.079 1.24
N -1.470 -4.129 -2.900 -0.20
C -1.974 -3.349 -1.964 -0.37
C -3.309 -3.370 -1.518 0.05
C -3.652 -2.443 -0.573 0.00
C -2.707 -1.548 -0.068 -0.10
N -1.415 -1.490 -0.405 -0.07
C -1.039 -2.406 -1.368 -0.42
N 0.192 -2.480 -1.820 -0.23
H -4.008 -4.100 -1.904 0.14
H -4.668 -2.386 -0.208 0.13
H -3.022 -0.797 0.643 0.09
```

Computed properties:
Electronic energy ... -7832.3212 Ha
Net charge ... +2
F_max ... 2.276 eV Å⁻¹
HOMO-LUMO gap (spin up / spin down) ... 4.74 / 4.77 eV

Record 2
Below is a molecular structure, C42H45N9NiO6, with properties calculated with wB97M-V/def2-TZVPD.

XYZ file:
```
103
Properties=species:S:1:pos:R:3:lowdin_spin:R:1
Ni -0.468 0.549 0.252 1.68
O 4.737 0.472 4.966 0.00
C 4.556 -0.621 4.087 0.00
C 3.381 -0.353 3.188 0.00
C 3.135 -1.181 2.099 0.00
C 2.046 -0.916 1.292 0.00
N 1.229 0.110 1.514 0.04
C 1.444 0.901 2.560 0.00
C 2.515 0.702 3.423 0.00
C 0.464 2.015 2.728 0.00
C 0.428 2.807 3.861 0.00
C -0.537 3.804 3.966 0.00
C -0.569 4.708 5.170 0.00
O 0.508 5.635 5.159 0.00
C -1.430 3.957 2.919 0.00
C -1.332 3.120 1.816 0.00
N -0.404 2.176 1.721 0.04
H 5.473 0.281 5.554 0.00
H 4.364 -1.545 4.645 0.00
H 5.444 -0.786 3.468 0.00
H 3.781 -2.021 1.874 0.00
H 1.800 -1.534 0.436 0.00
H 2.699 1.360 4.259 0.00
H 1.127 2.655 4.672 0.00
H -0.443 4.123 6.080 0.00
H -1.534 5.221 5.228 0.00
H 0.491 6.114 4.324 0.00
H -2.210 4.707 2.955 0.00
H -2.018 3.184 0.981 0.00
C 0.302 -4.565 -4.383 0.00
O -0.515 -5.511 -3.712 0.00
C -1.692 -5.111 -3.140 0.00
C -2.749 -6.006 -3.280 0.00
C -3.985 -5.747 -2.719 0.00
C -4.188 -4.557 -2.030 0.00
C -3.146 -3.659 -1.895 0.00
C -1.878 -3.934 -2.411 0.00
N -0.792 -3.049 -2.179 0.00
C -0.741 -2.160 -1.119 0.00
N -1.099 -2.699 0.067 0.00
C -1.627 -2.066 1.227 0.01
C -1.546 -0.703 1.469 0.08
C -2.120 -0.288 2.684 0.01
C -2.718 -1.152 3.582 0.00
C -2.781 -2.517 3.306 0.00
C -2.235 -2.967 2.121 0.00
O -2.229 -4.285 1.727 0.00
C -2.972 -5.200 2.505 0.00
N -0.273 -0.960 -1.264 0.03
C -0.089 -0.508 -2.599 0.00
C 1.182 -0.232 -3.079 0.00
C 1.376 0.279 -4.355 0.00
C 0.279 0.514 -5.166 0.00
C -1.002 0.217 -4.718 0.00
C -1.192 -0.300 -3.443 0.00
O -2.401 -0.662 -2.945 0.00
C -3.555 -0.140 -3.587 0.00
H 0.896 -5.132 -5.097 0.00
H 0.978 -4.050 -3.699 0.00
H -0.304 -3.839 -4.934 0.00
H -2.561 -6.912 -3.840 0.00
H -4.789 -6.462 -2.833 0.00
H -5.155 -4.321 -1.608 0.00
H -3.301 -2.721 -1.379 0.00
H -0.337 -2.688 -3.002 0.00
H -1.315 -3.683 0.023 0.00
H -2.121 0.767 2.943 0.00
H -3.146 -0.776 4.504 0.00
H -3.250 -3.198 4.001 0.00
H -2.922 -6.155 1.988 0.00
H -4.016 -4.886 2.590 0.00
H -2.546 -5.307 3.506 0.00
H 2.021 -0.392 -2.414 0.00
H 2.376 0.513 -4.697 0.00
H 0.405 0.941 -6.152 0.00
H -1.851 0.420 -5.355 0.00
H -4.383 -0.311 -2.904 0.00
H -3.750 -0.658 -4.530 0.00
H -3.450 0.930 -3.776 0.00
O 1.134 1.674 -0.891 0.02
C 1.824 2.631 -1.176 0.00
C 1.449 4.048 -0.828 0.00
C 2.596 4.652 0.009 0.00
C 3.294 3.634 0.939 0.00
C 4.453 2.840 0.311 0.00
C 4.022 1.826 -0.753 0.00
N 3.097 2.457 -1.705 0.00
H 0.522 4.002 -0.259 0.00
H 1.247 4.627 -1.732 0.00
H 2.188 5.467 0.608 0.00
H 3.345 5.107 -0.645 0.00
H 2.550 2.932 1.329 0.00
H 3.685 4.166 1.809 0.00
H 5.003 2.318 1.099 0.00
H 5.157 3.549 -0.141 0.00
H 3.493 0.986 -0.301 0.00
H 4.883 1.428 -1.290 0.00
H 3.476 3.335 -2.037 0.00
N -1.880 1.656 -0.835 0.03
C -1.682 2.460 -1.666 0.01
N -1.493 3.430 -2.477 0.00
C -1.896 3.456 -3.728 0.00
N -2.237 3.565 -4.831 0.00
```

Computed properties:
Electronic energy ... -4080.0365 Ha
Multiplicity ... 3
F_max ... 0.634 eV Å⁻¹
HOMO-LUMO gap (spin up / spin down) ... 6.72 / 6.91 eV

Record 3
Below is a molecular structure, C42H46BF3N7O6S3V in a non-equilibrium geometry, with properties calculated with wB97M-V/def2-TZVPD.

XYZ file:
```
109
Properties=species:S:1:pos:R:3:lowdin_spin:R:1
V -0.079 1.039 1.715 1.90
C 2.783 1.340 -0.922 0.00
C 2.825 2.843 -0.674 0.00
C 2.739 3.614 -1.997 0.00
C 1.827 3.406 0.307 0.00
C 1.928 4.719 0.802 0.00
C 0.923 4.845 1.725 0.00
N 0.238 3.696 1.758 0.00
N 0.782 2.800 0.878 0.00
B -0.928 3.385 2.724 0.00
N -0.459 2.458 3.886 0.01
C -0.482 2.741 5.195 0.01
C 0.100 1.695 5.869 0.00
C 0.450 0.755 4.886 0.01
N 0.112 1.240 3.694 -0.01
C 1.036 -0.596 5.200 0.00
C -0.026 -1.472 5.881 0.00
C 1.650 -1.332 4.015 0.00
N -2.068 2.748 1.899 0.00
C -3.352 3.121 1.878 0.00
C -3.985 2.434 0.868 0.00
C -2.999 1.612 0.302 0.00
N -1.844 1.806 0.941 0.00
C -3.131 0.780 -0.934 0.00
C -2.991 1.699 -2.154 0.00
C -4.465 0.042 -0.989 0.00
H 3.774 1.011 -1.239 0.00
H 2.529 0.788 -0.021 0.00
H 2.083 1.092 -1.718 0.00
H 3.794 3.064 -0.216 0.00
H 1.766 3.462 -2.469 0.00
H 2.888 4.686 -1.857 0.00
H 3.499 3.248 -2.690 0.00
H 2.675 5.447 0.537 0.00
H 0.650 5.664 2.369 0.00
H -1.322 4.407 3.213 0.00
H -0.898 3.669 5.548 0.00
H 0.262 1.601 6.930 0.00
H 1.819 -0.394 5.939 0.00
H -0.851 -1.660 5.194 0.00
H 0.420 -2.426 6.171 0.00
H -0.428 -0.990 6.775 0.00
H 0.919 -1.449 3.214 0.00
H 2.507 -0.805 3.604 0.00
H 1.969 -2.327 4.335 0.00
H -3.714 3.866 2.566 0.00
H -5.018 2.503 0.577 0.00
H -2.312 0.059 -0.952 0.00
H -3.849 2.374 -2.212 0.00
H -2.088 2.306 -2.092 0.00
H -2.938 1.115 -3.073 0.00
H -5.298 0.749 -1.016 0.00
H -4.512 -0.562 -1.897 0.00
H -4.598 -0.613 -0.132 0.00
F 3.962 1.889 4.698 0.00
C 3.551 2.548 3.585 0.00
F 2.376 3.125 3.902 0.00
F 4.425 3.551 3.386 0.00
C 3.466 1.563 2.369 0.00
O 4.533 1.392 1.787 0.00
O 2.340 1.055 2.189 0.00
S -1.858 -0.467 2.905 -0.02
C -2.911 -1.534 1.983 0.00
C -2.468 -2.306 0.902 0.00
C -3.307 -3.225 0.288 0.00
C -4.610 -3.407 0.736 0.00
C -5.066 -2.641 1.801 0.00
C -4.233 -1.713 2.410 0.00
H -1.454 -2.169 0.554 0.00
H -2.938 -3.804 -0.551 0.00
H -5.262 -4.126 0.256 0.00
H -6.084 -2.761 2.155 0.00
H -4.594 -1.114 3.238 0.00
N -0.235 0.273 -2.461 0.00
C 0.000 0.505 -3.817 0.00
C 0.270 -0.557 -4.679 0.00
C 0.428 -0.340 -6.041 0.00
C 0.325 0.937 -6.571 0.00
C 0.067 1.999 -5.716 0.00
C -0.092 1.790 -4.355 0.00
S 0.532 1.224 -8.332 0.00
O -0.611 2.052 -8.700 0.00
O 0.521 -0.109 -8.924 0.00
O 1.812 1.913 -8.444 0.00
H 0.133 -0.580 -2.071 0.00
H -0.118 1.054 -1.833 0.00
H 0.346 -1.561 -4.271 0.00
H 0.623 -1.159 -6.721 0.00
H -0.019 2.995 -6.132 0.00
H -0.305 2.626 -3.696 0.00
C 1.001 -6.460 -3.472 0.00
C 2.140 -7.324 -2.992 0.00
O 2.370 -8.413 -3.455 0.00
S 3.241 -6.738 -1.711 0.00
C 2.529 -5.218 -1.134 0.01
C 1.515 -5.244 -0.180 0.00
C 0.972 -4.061 0.287 0.01
C 1.445 -2.830 -0.181 0.01
C 2.472 -2.816 -1.131 0.01
C 3.011 -4.000 -1.603 0.00
C 0.898 -1.608 0.314 0.07
C 0.440 -0.567 0.745 -0.04
H 1.115 -6.335 -4.548 0.00
H 0.955 -5.488 -2.992 0.00
H 0.069 -6.999 -3.299 0.00
H 1.153 -6.196 0.187 0.00
H 0.178 -4.071 1.023 0.00
H 2.838 -1.861 -1.487 0.00
H 3.803 -3.985 -2.340 0.00
```

Computed properties:
Electronic energy ... -4926.0762 Ha
Net charge ... -2
Multiplicity ... 3
F_max ... 1.161 eV Å⁻¹
HOMO-LUMO gap (spin up / spin down) ... 6.74 / 6.74 eV

Record 4
Below is a molecular structure, C42H46GaI2N4O in a non-equilibrium geometry, with properties calculated with wB97M-V/def2-TZVPD.

XYZ file:
```
96
Properties=species:S:1:pos:R:3:lowdin_charge:R:1
Ga 0.529 0.974 -0.394 1.00
I -0.610 -5.641 -0.936 1.01
C -2.393 -2.884 0.189 -0.18
C -3.406 -3.949 0.014 -0.13
C -4.717 -3.728 -0.065 -0.63
I -6.059 -5.366 -0.070 0.90
C -4.354 -1.245 -0.392 -0.17
C -5.379 -0.322 0.269 -0.15
C -4.789 0.944 0.777 0.00
C -3.648 1.359 0.237 -0.07
N -2.930 0.659 -0.764 0.12
C -2.332 -0.586 -0.424 -0.31
C -1.200 -2.520 -0.752 0.00
O -0.182 -1.143 0.381 -0.19
H -3.076 -4.973 0.041 0.02
H -6.190 -0.086 -0.427 0.17
H -5.312 1.541 1.506 0.12
H -3.166 2.286 0.513 0.12
C 4.448 -1.477 2.262 -0.05
C 4.108 -0.026 1.910 -0.35
C 2.725 0.353 2.448 -0.06
C 4.250 0.316 0.439 -0.14
C 5.238 1.232 0.098 -0.03
C 5.387 1.702 -1.193 -0.06
C 4.514 1.276 -2.174 -0.03
C 3.507 0.368 -1.882 -0.17
C 2.566 -0.097 -2.969 -0.40
C 3.296 -1.007 -3.958 -0.04
C 1.923 1.084 -3.700 -0.07
C 3.397 -0.145 -0.579 -0.21
N 2.297 -0.953 -0.272 0.05
C 2.378 -2.201 0.010 -0.06
C 1.286 -3.017 0.458 -0.10
C 1.545 -4.156 1.269 -0.06
C 0.543 -4.946 1.711 -0.12
C -0.805 -4.789 1.116 -0.52
C -1.193 -3.318 1.117 -0.17
C -0.076 -2.563 0.357 -0.29
N -1.075 -1.090 -0.756 0.00
C -3.114 -1.521 0.512 -0.10
C -3.450 -0.547 -1.416 -0.16
C -5.334 -2.392 -0.176 -0.23
C -5.748 -1.580 1.108 -0.12
C -4.750 -1.582 2.224 0.04
C -3.454 -1.386 1.961 -0.12
C -2.412 -1.029 2.992 -0.37
C -2.601 0.432 3.416 -0.04
C -2.459 -1.941 4.221 -0.06
C -3.414 -0.705 -2.912 -0.31
C -3.217 -2.181 -3.260 -0.03
C -2.310 0.154 -3.525 -0.06
H 4.609 -1.564 3.334 0.09
H 5.355 -1.795 1.753 0.09
H 3.637 -2.148 1.996 0.04
H 4.839 0.600 2.434 0.13
H 1.948 -0.282 2.023 0.05
H 2.500 1.393 2.203 0.07
H 2.708 0.237 3.529 0.09
H 5.903 1.590 0.869 0.11
H 6.169 2.410 -1.425 0.11
H 4.615 1.655 -3.180 0.12
H 1.763 -0.683 -2.498 0.11
H 4.093 -0.466 -4.461 0.08
H 2.602 -1.374 -4.711 0.08
H 3.734 -1.860 -3.445 0.08
H 2.640 1.592 -4.340 0.08
H 1.528 1.811 -2.984 0.05
H 1.105 0.731 -4.324 0.08
H 3.329 -2.732 -0.082 0.15
H 2.566 -4.344 1.567 0.12
H 0.718 -5.758 2.396 0.12
H -1.559 -5.401 1.609 0.10
H -1.290 -2.992 2.151 0.14
H -6.167 -2.399 -0.880 0.14
H -6.771 -1.703 1.453 0.14
H -5.136 -1.563 3.228 0.13
H -1.415 -1.081 2.538 0.12
H -3.629 0.609 3.717 0.09
H -2.362 1.100 2.591 0.06
H -1.941 0.662 4.249 0.08
H -3.331 -1.714 4.826 0.08
H -1.573 -1.786 4.831 0.08
H -2.508 -2.994 3.949 0.08
H -4.381 -0.372 -3.309 0.15
H -2.293 -2.558 -2.819 0.07
H -3.159 -2.303 -4.337 0.09
H -4.040 -2.785 -2.892 0.08
H -1.338 -0.148 -3.138 0.06
H -2.468 1.200 -3.281 0.08
H -2.312 0.038 -4.606 0.08
C 1.954 5.850 -0.013 -0.04
C 1.756 4.441 -0.090 -0.23
N 1.607 3.306 -0.155 0.08
H 2.272 6.124 0.994 0.10
H 1.020 6.364 -0.251 0.10
H 2.722 6.144 -0.730 0.10
```

Computed properties:
Electronic energy ... -4441.9188 Ha
Net charge ... +1
F_max ... 1.896 eV Å⁻¹
HOMO-LUMO gap (spin up / spin down) ... 7.55 / 5.82 eV

- What is the F_max in the fourth record?
  1.896 eV Å⁻¹

- The highest F_max belongs to which entry?
  C42H45BrMoN6O2P2Se

- electronic energy of number 2 (C42H45N9NiO6)?
  -4080.0365 Ha